1.
{"formula": "C32H51F3N2O16S4V", "method": "ωB97M-V/def2-TZVPD", "multiplicity": 4, "s2": 3.753, "e_homo_ev": [-6.32, -8.30], "lumo_ev": [-0.4, -0.4], "gap_ev": [5.947, 7.924], "elements": ["V", "S", "S", "S", "S", "F", "F", "F", "O", "O", "O", "O", "O", "O", "O", "O", "O", "O", "O", "O", "O", "O", "O", "O", "N", "N", "C", "C", "C", "C", "C", "C", "C", "C", "C", "C", "C", "C", "C", "C", "C", "C", "C", "C", "C", "C", "C", "C", "C", "C", "C", "C", "C", "C", "C", "C", "C", "C", "H", "H", "H", "H", "H", "H", "H", "H", "H", "H", "H", "H", "H", "H", "H", "H", "H", "H", "H", "H", "H", "H", "H", "H", "H", "H", "H", "H", "H", "H", "H", "H", "H", "H", "H", "H", "H", "H", "H", "H", "H", "H", "H", "H", "H", "H", "H", "H", "H", "H", "H"], "positions_angstrom": [[-0.316, -1.498, 0.462], [0.249, -3.717, -1.995], [-2.940, -0.518, -1.841], [0.786, -3.332, 3.378], [-2.302, -4.131, 1.606], [4.873, -3.983, 1.874], [-1.990, 6.642, -4.036], [0.359, 7.494, 0.369], [1.032, 0.700, -4.629], [1.649, 3.473, 6.260], [-1.906, -0.842, -0.801], [-0.525, 1.813, -5.830], [-1.627, -3.230, 0.538], [1.706, 1.918, -6.289], [-3.450, 0.066, 2.214], [3.555, 4.503, 5.408], [0.474, 0.455, -0.354], [-2.075, 0.270, 3.799], [1.826, -0.505, 0.937], [2.132, 1.530, 0.413], [0.393, -2.696, 2.046], [-1.352, -0.363, 2.039], [2.081, 3.355, 4.028], [0.592, -2.598, -1.095], [1.493, 0.498, 0.311], [-2.350, -0.021, 2.691], [-1.817, -5.888, 1.291], [0.880, 2.599, 3.837], [-4.118, -4.090, 1.194], [-4.565, -0.429, -0.919], [4.801, -3.833, 0.567], [-1.069, 4.663, -3.143], [1.492, 2.765, -7.425], [0.639, 1.523, -5.604], [1.077, -5.171, -1.284], [4.210, -2.553, -1.405], [-0.996, 6.437, 2.040], [5.154, -4.730, -1.679], [-3.392, 5.172, -2.850], [-0.315, 6.407, 0.845], [-2.139, 5.531, -3.310], [-0.634, 4.038, 0.740], [-1.595, 5.306, 2.581], [5.269, -4.855, -0.293], [-3.591, 4.018, -2.095], [0.042, 0.216, -3.709], [-2.539, 3.163, -1.897], [-0.119, 5.244, 0.256], [4.262, -2.722, -0.020], [2.507, 3.818, 5.238], [4.665, -3.606, -2.260], [2.080, 3.442, 7.595], [2.426, -2.697, 3.683], [-1.460, 4.112, 1.858], [-0.143, -2.407, 4.704], [1.229, -3.642, -3.570], [-1.261, 3.439, -2.427], [-3.285, -2.099, -2.645], [0.638, 2.378, 2.798], [2.444, 2.955, -7.921], [-5.462, -0.488, -1.535], [-2.128, 5.486, 3.503], [-4.653, -1.277, -0.239], [-0.144, 4.916, -3.638], [-4.196, 5.852, -3.091], [1.436, -5.894, -2.017], [-2.808, 2.318, -1.281], [2.688, -2.883, 4.725], [2.468, -1.623, 3.499], [3.140, -3.124, 2.978], [-2.925, -2.887, -1.984], [-4.266, -4.290, 0.133], [-4.597, 0.519, -0.381], [1.309, -4.549, -4.169], [-0.728, -5.894, 1.250], [-1.942, 3.222, 2.233], [1.082, 3.726, -7.116], [5.532, -5.558, -2.260], [2.250, -3.395, -3.280], [1.934, -4.938, -0.651], [2.542, 4.390, 7.871], [-0.016, 3.087, 4.223], [-2.886, -2.203, -3.654], [0.382, 5.226, -0.700], [-4.657, -4.816, 1.804], [-1.138, -2.155, 4.337], [-0.462, 2.720, -2.330], [3.984, -1.573, -1.797], [-4.356, -2.303, -2.657], [0.269, -1.427, 4.945], [-0.517, 3.153, 0.132], [2.874, 2.706, 7.726], [4.695, -3.364, -3.312], [-2.231, -6.400, 2.160], [-4.400, -3.059, 1.408], [0.865, -2.873, -4.250], [-0.674, -0.462, -4.172], [-4.544, 3.771, -1.650], [3.906, -1.884, 0.561], [0.488, -0.392, -2.922], [5.652, -5.781, 0.112], [0.815, 2.309, -8.147], [1.305, 3.162, 8.309], [0.340, -5.645, -0.635], [-0.555, 0.999, -3.242], [-1.138, 7.397, 2.514], [0.967, 1.686, 4.427], [-2.258, -6.320, 0.393], [-0.387, -2.984, 5.595]]}

***

2.
{"formula": "C22H31N3O4S", "method": "ωB97M-V/def2-TZVPD", "e_homo_ev": -8.25, "e_above_lowest_kcal_mol": 538.25, "lumo_ev": 0.6, "gap_ev": 8.819, "elements": ["S", "O", "O", "O", "O", "N", "N", "N", "C", "C", "C", "C", "C", "C", "C", "C", "C", "C", "C", "C", "C", "C", "C", "C", "C", "C", "C", "C", "C", "C", "H", "H", "H", "H", "H", "H", "H", "H", "H", "H", "H", "H", "H", "H", "H", "H", "H", "H", "H", "H", "H", "H", "H", "H", "H", "H", "H", "H", "H", "H", "H"], "positions_angstrom": [[3.607, 2.042, 0.559], [4.555, -0.492, 2.569], [-0.756, 2.932, -0.907], [-0.811, -0.490, -1.525], [3.128, 1.230, -0.705], [1.277, -2.093, -0.713], [0.113, 2.485, 0.869], [2.900, -1.189, 1.135], [-1.162, -1.316, -0.445], [1.402, -1.063, -2.006], [2.762, 1.157, 1.864], [0.567, 3.338, -0.892], [-2.177, 1.687, 0.393], [3.526, -2.580, 0.805], [0.981, 3.184, 0.416], [-5.594, -0.873, 1.127], [-3.133, 1.543, -0.607], [2.261, -3.197, -1.298], [-0.886, 2.473, 0.242], [2.387, 3.625, 0.868], [3.389, -0.359, 2.011], [-4.332, 0.654, -0.048], [1.191, 4.310, -2.191], [-3.490, 0.516, 2.008], [-4.473, 0.079, 1.072], [0.327, 0.163, -1.662], [3.590, -2.973, -0.590], [-0.197, -2.622, -0.916], [-5.293, -2.133, 0.915], [-2.257, 1.010, 1.724], [2.324, 3.770, 2.051], [2.517, -3.447, -2.281], [-4.335, -2.452, 1.345], [1.873, -4.019, -0.619], [-3.055, 1.991, -1.395], [4.630, -2.558, 1.450], [-1.505, 0.994, 2.368], [-3.663, -0.057, 2.852], [-0.260, -3.448, -0.112], [3.057, -3.324, 1.468], [0.755, 0.614, -0.920], [-4.964, -2.168, -0.237], [2.300, -0.632, -1.952], [-1.913, -1.763, -0.701], [-0.701, -1.062, 0.342], [1.905, 3.656, -2.596], [0.616, 0.618, -2.527], [2.854, 4.497, 0.019], [1.248, -1.491, -3.067], [-6.156, -2.795, 0.989], [1.281, 5.308, -1.709], [2.947, 1.615, 3.041], [0.299, 4.301, -2.787], [-6.417, -0.379, 0.646], [1.639, 0.853, 1.611], [4.059, -1.772, -1.046], [2.189, -1.213, 0.718], [-0.494, -2.994, -1.970], [-5.711, -0.704, 2.637], [-4.975, 0.768, -0.953], [4.251, -3.753, -0.741]]}

***

3.
{"formula": "C5H13NO", "method": "ωB97M-V/def2-TZVPD", "multiplicity": 2, "charge": 1, "s2": 0.757, "e_homo_ev": [-13.24, -13.15], "e_above_lowest_kcal_mol": 80.99, "lumo_ev": [-5.3, -9.2], "gap_ev": [7.921, 3.969], "elements": ["O", "N", "C", "C", "C", "C", "C", "H", "H", "H", "H", "H", "H", "H", "H", "H", "H", "H", "H", "H"], "positions_angstrom": [[4.122, 0.401, 1.034], [1.497, 0.806, -0.421], [-2.763, -1.530, 0.836], [-1.029, 0.909, -0.565], [-1.751, -1.440, -0.124], [-1.503, -0.419, -1.222], [0.137, 0.689, 0.321], [-1.817, 1.453, 0.012], [0.144, -0.165, 0.877], [4.228, 1.357, 1.213], [-0.915, -2.125, 0.078], [3.210, 0.186, 0.761], [-3.423, -0.670, 0.976], [-0.699, 1.673, -1.413], [0.161, 1.519, 1.068], [-0.749, -0.830, -1.918], [-2.443, -0.077, -1.883], [1.657, 1.769, -0.749], [-2.887, -2.370, 1.413], [1.534, 0.172, -1.237]]}

***

4.
{"formula": "C12H26N4OP2Sr", "method": "ωB97M-V/def2-TZVPD", "multiplicity": 2, "charge": 1, "s2": 0.783, "e_homo_ev": [-10.28, -10.28], "e_above_lowest_kcal_mol": 0.00, "lumo_ev": [-2.4, -4.6], "gap_ev": [7.894, 5.708], "elements": ["Sr", "P", "P", "O", "N", "N", "N", "N", "C", "C", "C", "C", "C", "C", "C", "C", "C", "C", "C", "C", "H", "H", "H", "H", "H", "H", "H", "H", "H", "H", "H", "H", "H", "H", "H", "H", "H", "H", "H", "H", "H", "H", "H", "H", "H", "H"], "positions_angstrom": [[0.359, 0.085, 0.439], [2.238, -2.297, 0.129], [0.870, 3.046, -0.267], [1.514, 0.415, -1.578], [-0.893, -1.715, -0.795], [-1.558, 0.939, -1.027], [-0.230, -0.111, 5.205], [-0.678, -0.265, 2.767], [1.233, 1.367, -3.791], [-1.559, 2.091, -1.577], [-0.461, -0.180, 3.923], [1.493, -1.091, -3.439], [-0.685, 3.295, -1.303], [0.973, 0.208, -2.845], [1.012, -0.665, 5.772], [-2.651, -0.032, -1.326], [0.935, -3.339, -0.515], [-1.076, 0.741, 6.049], [-0.339, -2.902, -0.928], [-2.127, -1.447, -1.552], [-0.709, 0.655, 7.074], [-2.119, 0.405, 6.008], [1.089, -1.265, -4.444], [2.300, 1.614, -3.798], [2.645, -3.258, 1.102], [1.071, -1.746, 5.585], [-1.965, -1.564, -2.648], [-0.142, 0.156, -2.719], [3.201, -2.666, -0.855], [-3.346, -0.058, -0.470], [-1.297, 4.036, -0.757], [1.251, -1.953, -2.812], [-0.919, -3.706, -1.425], [0.930, 1.106, -4.812], [0.986, -0.489, 6.849], [0.624, 4.207, 0.524], [-1.034, 1.789, 5.721], [1.095, -4.417, -0.592], [-2.373, 2.361, -2.282], [1.896, -0.170, 5.343], [-3.206, 0.281, -2.230], [-0.394, 3.709, -2.280], [1.719, 3.740, -1.166], [-2.934, -2.152, -1.267], [0.674, 2.259, -3.493], [2.586, -1.015, -3.500]]}

***

5.
{"formula": "C4H8NO2", "method": "ωB97M-V/def2-TZVPD", "multiplicity": 2, "s2": 0.760, "e_homo_ev": [-10.16, -9.92], "e_above_lowest_kcal_mol": 57.32, "lumo_ev": [0.7, -2.3], "gap_ev": [10.904, 7.656], "elements": ["O", "O", "N", "C", "C", "C", "C", "H", "H", "H", "H", "H", "H", "H", "H"], "positions_angstrom": [[-2.475, 0.133, -0.912], [2.210, -0.736, -0.285], [0.754, 1.013, 0.254], [-0.539, -1.031, 0.912], [-0.577, 0.466, 0.560], [1.438, 0.142, -0.944], [-1.443, 0.674, -0.699], [-1.357, -1.769, 0.735], [1.996, 0.801, -1.550], [-0.947, 0.994, 1.476], [-1.113, 1.576, -1.204], [1.526, 0.770, 0.919], [0.381, -1.546, 0.372], [0.594, -0.253, -1.599], [-0.450, -1.235, 1.965]]}

***

6.
{"formula": "C39H39Si", "method": "ωB97M-V/def2-TZVPD", "charge": 1, "e_homo_ev": -10.68, "lumo_ev": -5.1, "gap_ev": 5.561, "elements": ["Si", "C", "C", "C", "C", "C", "C", "C", "C", "C", "C", "C", "C", "C", "C", "C", "C", "C", "C", "C", "C", "C", "C", "C", "C", "C", "C", "C", "C", "C", "C", "C", "C", "C", "C", "C", "C", "C", "C", "C", "H", "H", "H", "H", "H", "H", "H", "H", "H", "H", "H", "H", "H", "H", "H", "H", "H", "H", "H", "H", "H", "H", "H", "H", "H", "H", "H", "H", "H", "H", "H", "H", "H", "H", "H", "H", "H", "H", "H"], "positions_angstrom": [[-1.793, 1.171, -2.382], [-6.370, 2.073, -2.884], [2.955, -1.679, 1.189], [6.831, -2.867, -0.264], [1.304, -1.267, 3.067], [1.545, -1.267, 1.595], [-1.543, 0.042, -4.966], [3.165, -1.917, -0.168], [1.187, 0.442, -1.833], [-0.308, 4.988, -2.119], [5.327, -2.153, 1.553], [5.512, -2.349, 0.195], [-1.638, -1.061, 6.966], [0.701, -1.552, 7.338], [1.074, 0.216, 0.665], [-0.891, 2.736, -2.852], [-1.413, -1.001, -5.898], [-3.604, 1.617, -2.467], [0.900, -1.634, 5.965], [0.667, 4.080, -4.165], [-5.410, 2.823, -3.586], [-1.137, 0.623, -0.708], [-0.560, -1.231, 7.857], [0.539, 5.120, -3.241], [4.079, -1.783, 2.062], [-4.041, 2.601, -3.373], [-5.948, 1.101, -1.962], [-0.069, 2.899, -3.981], [-1.023, 3.806, -1.940], [-0.751, -0.963, 9.325], [-1.163, -2.305, -5.423], [-1.080, -2.563, -4.046], [-1.428, -1.104, 5.600], [0.366, 0.439, -0.601], [-1.249, -1.518, -3.134], [-4.575, 0.875, -1.765], [-1.457, -0.197, -3.579], [-0.144, -1.322, 5.062], [0.065, -1.233, 3.629], [4.445, -2.156, -0.686], [0.831, 1.066, -2.674], [-1.656, -1.465, 9.697], [-1.746, 1.060, -5.327], [6.212, -2.327, 2.166], [7.362, -3.204, 0.635], [2.173, -1.264, 3.747], [1.096, 6.042, -3.397], [-2.637, -0.862, 7.352], [-1.649, -0.337, -0.510], [-1.533, -0.800, -6.972], [-3.316, 3.191, -3.945], [1.542, -1.721, 8.014], [-0.847, -1.167, 3.022], [0.427, 0.563, 1.512], [2.163, 0.902, -1.607], [1.870, -1.945, 5.576], [2.305, -1.932, -0.850], [-6.683, 0.511, -1.402], [0.737, -1.858, 1.038], [-5.714, 3.583, -4.315], [0.143, -1.262, 9.884], [-0.898, -3.582, -3.664], [4.627, -2.239, -1.760], [-4.252, 0.096, -1.067], [-1.703, 3.708, -1.085], [0.041, 2.094, -4.712], [-1.227, -1.772, -2.070], [7.427, -2.094, -0.761], [1.357, 4.168, -5.019], [2.054, 0.755, 0.652], [-7.437, 2.238, -3.064], [-1.051, -3.129, -6.130], [6.687, -3.710, -0.952], [-0.906, 0.114, 9.506], [-1.565, 1.381, -0.026], [-2.258, -0.950, 4.919], [1.354, -0.590, -2.199], [-0.421, 5.802, -1.392], [4.023, -1.594, 3.135]]}

***

In g/mol, the molar mass values for the records above are, in order, 955.96; 433.57; 103.16; 391.93; 102.11; 535.83.